1.
Here is C6H16N2 in the gas phase from the Open Molecules 2025 dataset. Energies are from wB97M-V/def2-TZVPD.

- SMILES = CCN[C@@H](C)CCN
- E_tot (Ha) = -347.69654
- LUMO energy (eV) = 1.029
- total charge = 0

Last column: Mulliken charge in e.
Cartesian coordinates (Å):
C -0.74 -2.24 -0.67  -0.386
N -0.45 -1.07 0.15  -0.315
C 0.79 -0.36 -0.19  0.172
C 1.13 0.60 0.93  -0.987
C 0.14 1.76 1.16  -0.500
N 0.79 2.90 1.81  -0.611
C 0.78 0.28 -1.58  -1.170
C -2.11 -2.18 -1.30  -1.248
H 0.04 -2.40 -1.41  0.282
H -0.65 -3.13 -0.04  0.353
H -1.23 -0.42 0.07  0.253
H 1.57 -1.12 -0.18  0.357
H 1.19 0.04 1.86  0.310
H 2.11 1.06 0.81  0.390
H -0.35 2.05 0.24  0.366
H -0.67 1.37 1.78  0.260
H 0.49 3.00 2.77  0.243
H 0.53 3.76 1.35  0.213
H 0.45 1.32 -1.51  0.273
H 1.78 0.33 -2.00  0.347
H 0.23 -0.32 -2.30  0.375
H -2.89 -2.10 -0.53  0.314
H -2.17 -1.34 -1.99  0.310
H -2.33 -3.08 -1.87  0.398

=====

2.
Here is C6H16N2 in the gas phase from the Open Molecules 2025 dataset. Energies are from wB97M-V/def2-TZVPD.

- SMILES = CC[C@@H](C)NCCN
- E_tot (Ha) = -347.65125
- LUMO energy (eV) = 1.090
- total charge = 0

Last column: Mulliken charge in e.
Cartesian coordinates (Å):
N -1.24 -3.38 1.64  -0.508
C -0.06 -2.55 1.33  -0.154
C -0.47 -1.10 1.11  -0.571
N 0.33 -0.54 -0.02  -0.398
C 1.38 3.13 -0.59  -1.266
C 1.27 1.59 -0.65  -0.565
C -0.04 0.83 -0.36  0.439
C -0.97 0.84 -1.61  -1.465
H -1.23 -4.11 2.32  0.155
H -1.93 -3.50 0.92  0.140
H 0.37 -3.03 0.45  0.175
H 0.66 -2.68 2.16  0.309
H -0.48 -0.43 1.97  0.263
H -1.48 -1.16 0.65  0.234
H 0.32 -1.16 -0.82  0.271
H 0.60 3.50 -1.25  0.309
H 0.98 3.55 0.37  0.314
H 2.36 3.57 -0.63  0.363
H 1.51 1.49 -1.72  0.167
H 2.06 1.18 0.00  0.332
H -0.49 1.39 0.52  0.341
H -0.41 0.95 -2.55  0.344
H -1.47 -0.11 -1.84  0.400
H -1.54 1.75 -1.42  0.372

=====

Calculated energy relative to the best compared isomer or geometry (same formula, charge and spin) (kcal/mol), listed in the same order as above: 17.75, 46.16
Calculated E_HOMO (eV), listed in the same order as above: -8.60, -8.26